Below is 4 unconnected molecules or ions with the total composition C18H32F3N5O5PS in a non-equilibrium geometry, with properties calculated with ωB97M-V/def2-TZVPD.

## Properties
- E_HOMO (eV) = -10.583
- lowest unoccupied orbital energy (eV) = -3.81
- total energy (a.u.) = -2393.853636
- molecular weight (g mol⁻¹) = 518.52
- frontier orbital gap (Ha) = 0.2488
- net charge = +1

Geometry as XYZ:
```
65
Properties=species:S:1:pos:R:3:forces:R:3:nbo_charge:R:1
C -0.2274 0.8509 -0.3293 -0.46 -0.09 -0.99 -0.151
C -0.0643 -0.1983 0.2075 0.27 -0.21 0.67 -0.048
C 0.1296 -1.4868 0.8525 0.31 0.12 -0.27 -0.509
C -0.3060 -2.5234 -0.1316 -0.32 -0.01 0.98 0.216
C -1.5731 -3.0316 -0.2052 1.08 0.05 -0.38 -0.012
N -1.5468 -3.9014 -1.2491 -1.40 -0.24 0.32 -0.402
C -0.3464 -3.9495 -1.7960 0.81 0.22 0.42 0.058
S 0.0345 -4.9668 -3.1874 -1.22 0.07 -2.56 2.067
O 0.8640 -4.3390 -4.1579 1.02 0.26 1.05 -0.855
O -1.2376 -5.3851 -3.6884 -0.38 -0.31 1.10 -0.889
C 0.8182 -6.5076 -2.5057 0.27 0.02 -0.50 0.769
F 0.5397 -7.4819 -3.3517 -0.12 0.18 0.39 -0.269
F 0.2403 -6.6986 -1.3249 0.37 -0.34 0.03 -0.305
F 2.1362 -6.4085 -2.3973 -0.39 0.08 0.27 -0.290
N 0.4600 -3.1086 -1.1032 -0.04 -0.97 -1.07 -0.517
P 2.1949 -2.6809 -1.2688 1.08 2.25 1.47 0.941
C 2.5708 -2.1432 -2.9667 0.02 -0.86 -0.28 -0.942
C 3.2326 -4.0894 -0.7485 -0.53 -0.62 -0.72 -0.952
H -0.5220 1.5571 -1.0602 0.19 0.59 0.18 0.237
H -0.4697 -1.5676 1.7538 -0.15 -0.08 0.09 0.264
H 1.1707 -1.6168 1.1277 0.16 -0.04 0.05 0.276
H -2.4076 -2.8039 0.4253 -0.35 -0.26 -0.08 0.277
H -2.3700 -4.4293 -1.5175 0.26 -0.23 -0.35 0.477
H 1.6996 -1.7233 -3.4562 -0.17 0.07 0.00 0.267
H 3.3193 -1.3615 -2.8728 -0.01 0.15 0.24 0.268
H 2.9902 -2.9253 -3.5927 -0.14 -0.13 -0.13 0.249
H 4.1383 -3.7129 -0.2864 0.02 0.45 -0.02 0.273
H 3.5207 -4.7620 -1.5512 -0.03 -0.15 0.05 0.241
H 2.7001 -4.6270 0.0336 -0.06 -0.17 0.02 0.252
C 1.5052 4.2201 1.2646 0.20 0.01 0.08 0.530
O 1.6787 3.0167 1.1641 -0.19 0.01 -0.08 -0.647
N 0.3316 4.8508 1.0869 -0.01 0.16 0.05 -0.427
C 0.2017 6.2932 1.2253 -0.23 -0.33 -0.02 -0.401
C -0.8367 4.0616 0.7476 0.25 -0.02 0.15 -0.408
H 2.3268 4.9081 1.5205 -0.02 0.03 -0.01 0.116
H -0.5180 6.5206 2.0158 0.02 0.09 -0.01 0.188
H -0.1477 6.7228 0.2870 0.07 0.14 0.03 0.203
H 1.1570 6.7416 1.4762 0.03 0.00 -0.07 0.237
H -1.0220 3.3266 1.5328 -0.09 -0.07 -0.09 0.212
H -0.6550 3.5319 -0.1850 -0.11 0.00 -0.03 0.193
H -1.7039 4.7074 0.6379 0.04 0.06 0.01 0.207
C 1.3207 10.1124 0.4445 0.19 0.02 0.02 0.534
O 1.4781 8.9082 0.3500 -0.11 0.02 -0.01 -0.648
N 0.1510 10.7486 0.2646 -0.04 0.15 0.01 -0.424
C 0.0277 12.1890 0.3901 -0.16 -0.19 -0.06 -0.400
C -1.0255 9.9634 -0.0666 0.19 -0.10 0.02 -0.416
H 2.1513 10.7934 0.6916 -0.01 0.02 0.00 0.112
H -0.6869 12.4338 1.1778 0.02 0.10 -0.01 0.199
H -0.3218 12.6158 -0.5516 0.01 0.09 0.04 0.200
H 0.9908 12.6281 0.6396 0.03 -0.04 0.00 0.215
H -1.2219 9.2381 0.7243 -0.07 -0.02 -0.03 0.208
H -0.8581 9.4186 -0.9966 -0.07 -0.03 0.00 0.213
H -1.8848 10.6187 -0.1790 0.02 0.05 0.01 0.209
C -2.4630 -6.3566 2.4604 0.05 -0.05 0.16 0.535
O -2.6025 -5.4357 1.6661 0.08 0.11 -0.18 -0.683
N -2.0574 -7.5893 2.1212 -0.10 0.10 0.13 -0.413
C -1.8865 -8.6587 3.0891 0.00 -0.01 -0.23 -0.402
C -1.7843 -7.8300 0.7187 -0.12 0.05 0.05 -0.417
H -2.6547 -6.2366 3.5375 -0.02 0.00 -0.02 0.124
H -0.8515 -9.0037 3.0817 -0.02 -0.05 0.07 0.202
H -2.5416 -9.4939 2.8382 0.02 -0.03 0.08 0.207
H -2.1332 -8.3048 4.0871 -0.02 0.05 -0.01 0.219
H -1.0083 -7.1458 0.3920 0.01 -0.03 -0.06 0.200
H -2.6846 -7.6380 0.1331 0.05 -0.05 -0.09 0.214
H -1.4596 -8.8549 0.5607 -0.01 -0.02 0.10 0.216
```
Positions in Å, forces in eV/Å.

---

Below is a molecular structure, C26H32IN5O8ReSSi in a non-equilibrium geometry, with properties calculated with ωB97M-V/def2-TZVPD.

## Properties
- E_HOMO (alpha / beta) (eV) = -7.788 / -7.788
- lowest unoccupied orbital energy (alpha / beta) (eV) = -0.59 / -2.42
- total energy (a.u.) = -2949.417312
- molecular weight (g mol⁻¹) = 915.83
- multiplicity = 4
- frontier orbital gap (alpha / beta) (Ha) = 0.2644 / 0.1972
- net charge = 0

Geometry as XYZ:
```
75
Properties=species:S:1:pos:R:3:forces:R:3:lowdin_charge:R:1
Re -1.1721 -0.1278 -0.5382 -0.60 0.34 1.44 1.787
O -4.2296 -1.9213 1.6242 0.27 0.03 -0.35 0.127
C -3.3123 -1.1998 1.3191 -0.67 0.28 1.00 -0.564
O -2.5912 -1.3757 0.2307 1.21 0.71 -0.83 -0.195
C -2.8920 -0.0633 2.2713 0.07 -0.23 -0.42 -0.079
C -1.3854 -0.1401 2.5656 -0.33 -0.10 0.68 -0.232
C -1.0194 0.7028 3.7878 0.11 0.03 -0.18 -0.058
C -1.1704 2.1460 3.2368 0.15 -0.13 -0.14 -0.048
C -1.5709 1.8838 1.7848 -0.47 0.58 0.55 -0.214
O -0.8211 0.6617 1.4871 -0.01 -0.56 -1.14 -0.208
C -3.0260 1.3910 1.7096 0.15 0.00 -0.59 -0.079
C -3.5693 1.4999 0.2648 -0.61 0.11 1.09 -0.554
O -4.7143 1.8235 0.0741 0.33 -0.09 -0.26 0.127
O -2.6827 1.2808 -0.6800 0.93 -0.55 -0.54 -0.195
H -3.4920 -0.1980 3.1654 0.03 0.01 0.06 0.163
H -0.9683 -1.1436 2.5472 0.03 0.13 -0.10 0.115
H 0.0100 0.5049 4.0830 0.00 0.02 0.02 0.123
H -1.6671 0.4901 4.6350 -0.04 -0.04 -0.02 0.127
H -0.2332 2.6986 3.2820 0.01 0.00 0.03 0.125
H -1.9333 2.7218 3.7547 -0.02 0.02 -0.02 0.130
H -1.3058 2.6695 1.0838 0.08 -0.12 0.01 0.149
H -3.6974 1.9869 2.3198 0.04 0.00 0.08 0.162
C 1.8362 0.0019 -4.6138 0.03 -0.04 0.12 -0.029
C 2.1969 -0.6597 -3.3095 -0.01 0.08 0.01 -0.331
C 3.5085 -1.0029 -3.0195 -0.05 -0.03 0.03 -0.028
C 3.7709 -1.5659 -1.7819 0.04 -0.01 -0.07 -0.037
C 2.7404 -1.7904 -0.8916 -0.17 0.13 0.19 -0.053
C 1.4338 -1.4177 -1.2370 0.49 0.08 -0.61 -0.452
N 1.2000 -0.8621 -2.4430 -0.28 0.11 0.32 0.104
N 0.3329 -1.5868 -0.3891 -0.84 0.59 -0.19 -0.210
Si 0.4158 -2.9901 0.7046 0.11 -0.58 0.29 0.455
C 1.2165 -4.4279 -0.2388 0.03 0.25 0.13 -0.162
C 1.4282 -2.5705 2.2470 -0.17 -0.07 -0.24 -0.145
C -1.2628 -3.6447 1.2492 0.15 0.23 -0.03 -0.163
H 2.2002 -0.5808 -5.4598 0.00 0.00 -0.02 0.083
H 2.2975 0.9903 -4.6758 -0.04 -0.01 -0.03 0.087
H 0.7543 0.1030 -4.6934 0.02 0.01 -0.03 0.064
H 4.2963 -0.8142 -3.7353 0.01 0.00 0.01 0.116
H 4.7869 -1.8145 -1.5041 -0.01 -0.04 0.02 0.118
H 2.9475 -2.2019 0.0833 0.06 0.03 -0.04 0.076
H 2.3053 -4.3944 -0.2053 -0.02 -0.04 -0.05 0.027
H 0.9262 -4.4500 -1.2929 -0.01 0.04 0.01 0.033
H 0.9062 -5.3753 0.2053 -0.05 0.03 0.05 0.033
H 2.4703 -2.3444 2.0211 -0.01 0.00 0.05 0.025
H 1.4205 -3.4165 2.9380 -0.03 -0.01 0.00 0.044
H 1.0256 -1.7049 2.7781 0.04 -0.02 0.00 0.018
H -2.0090 -3.6540 0.4553 0.03 -0.05 0.03 0.033
H -1.6954 -3.0860 2.0808 -0.04 -0.09 -0.04 0.025
H -1.1281 -4.6717 1.5945 0.13 0.00 0.02 0.044
N -0.0494 1.6361 -1.3208 -0.36 -0.87 -0.07 0.009
C 0.7922 2.3875 -0.4022 0.38 0.13 0.35 -0.315
C 0.6728 3.7697 -0.3308 -0.14 0.04 -0.07 -0.035
C 1.4067 4.4697 0.6148 -0.11 -0.22 -0.23 -0.038
C 2.2456 3.7750 1.4711 0.43 0.42 0.70 -0.239
C 2.3984 2.4043 1.3785 -0.17 -0.03 -0.21 -0.032
C 1.6647 1.7043 0.4314 -0.03 -0.13 -0.16 -0.039
S 3.0942 4.7163 2.7863 -0.09 -0.12 -0.34 0.394
O 3.8313 3.7116 3.5265 0.01 -0.17 0.00 -0.360
O 1.9744 5.3024 3.5015 -0.12 0.01 0.03 -0.357
O 3.9054 5.6577 2.0407 -0.03 0.03 0.00 -0.345
H -0.7856 2.2465 -1.6721 0.02 0.02 -0.01 0.102
H 0.4842 1.2900 -2.1148 0.16 -0.07 -0.13 0.089
H -0.0089 4.2918 -0.9971 0.02 -0.01 0.00 0.117
H 1.3339 5.5452 0.7025 -0.04 0.00 0.02 0.125
H 3.0680 1.9064 2.0671 0.02 0.01 0.00 0.114
H 1.7408 0.6244 0.3586 0.02 0.04 0.04 0.091
I -3.5965 -0.5933 -6.2126 0.11 -0.04 0.27 0.910
C -2.6960 -1.0133 -4.3967 -0.07 0.08 -0.29 -0.740
C -2.2559 -2.2467 -3.9565 0.03 0.14 0.04 -0.095
N -1.7175 -2.0575 -2.7461 -0.02 -0.16 -0.16 0.050
N -1.7851 -0.7730 -2.3859 -0.09 -0.03 -0.02 -0.159
C -2.3892 -0.1166 -3.3729 -0.15 -0.09 -0.24 -0.143
H -2.2945 -3.2113 -4.4322 0.02 -0.04 0.08 0.133
H -1.3021 -2.7225 -2.1100 0.10 0.03 0.01 0.153
H -2.6096 0.9356 -3.3034 0.03 -0.01 0.10 0.123
```
Positions in Å, forces in eV/Å.

---

> molecular weight of number 2 (C26H32IN5O8ReSSi)?

915.83 g mol⁻¹

---

> What is the formula in the second record?

C26H32IN5O8ReSSi